Entry 1:
The following is a DFT calculation (ωB97M-V with the def2-TZVPD basis set) of C58H46MgN5O5P2 as an isolated structure.

Each line ends with the Mulliken charge.
Positions of all 117 atoms, in Å:
Mg: 0.20 -0.01 0.20  2.05
O: 4.66 -0.80 0.94  -0.72
C: 4.52 -2.14 0.92  0.35
C: 5.69 -2.90 0.84  -0.77
C: 5.61 -4.28 0.82  -0.40
C: 4.38 -4.93 0.87  -0.87
C: 3.23 -4.17 0.97  -0.84
C: 3.27 -2.78 0.98  -0.05
C: 2.02 -1.99 1.04  0.71
O: 2.07 -0.76 0.67  0.67
N: 0.93 -2.61 1.44  -1.80
N: -0.12 -1.75 1.31  0.91
C: -1.23 -1.99 1.86  -1.04
C: -2.30 -0.98 1.66  1.00
C: -3.54 -1.13 2.25  -0.99
C: -4.51 -0.16 2.03  -0.54
C: -4.21 0.91 1.20  -0.89
C: -2.94 0.98 0.65  -0.70
N: -1.99 0.07 0.88  -0.05
H: 3.75 -0.43 0.89  -0.25
H: 6.64 -2.39 0.81  0.53
H: 6.52 -4.86 0.75  0.43
H: 4.33 -6.01 0.86  0.48
H: 2.26 -4.65 1.04  0.47
H: -1.41 -2.87 2.47  0.37
H: -3.74 -1.98 2.88  0.55
H: -5.48 -0.25 2.48  0.44
H: -4.93 1.68 0.99  0.49
H: -2.67 1.80 0.00  0.65
C: 5.60 5.34 0.15  -1.71
C: 4.08 5.43 -0.07  1.47
C: 3.68 6.91 -0.26  -1.81
C: 3.36 4.87 1.14  0.70
C: 3.50 5.47 2.39  -0.26
C: 2.84 4.99 3.51  -1.68
C: 2.02 3.89 3.40  0.00
C: 1.85 3.26 2.17  0.14
P: 0.71 1.83 2.07  1.73
C: 1.33 0.74 3.40  0.77
C: 0.49 -0.13 4.09  -0.35
C: 1.01 -1.07 4.97  -1.31
C: 2.38 -1.17 5.15  -0.83
C: 3.23 -0.31 4.46  -0.66
C: 2.71 0.64 3.60  -0.75
C: -0.81 2.65 2.69  0.95
C: -1.44 2.42 3.90  -0.67
C: -2.59 3.13 4.24  -0.91
C: -3.11 4.08 3.37  -0.63
C: -2.46 4.33 2.16  -0.66
C: -1.33 3.62 1.82  -0.91
C: 2.53 3.75 1.06  -0.57
O: 2.32 3.08 -0.11  0.42
C: 2.89 3.53 -1.27  -0.61
C: 2.56 2.80 -2.41  -0.12
C: 3.07 3.21 -3.63  0.01
C: 3.89 4.32 -3.72  -1.62
C: 4.20 5.02 -2.56  -0.32
C: 3.71 4.65 -1.32  0.66
P: 1.52 1.30 -2.25  2.39
C: 2.53 0.13 -3.24  0.51
C: 3.54 -0.50 -2.51  -0.60
C: 4.42 -1.38 -3.13  -0.49
C: 4.28 -1.66 -4.48  -0.70
C: 3.28 -1.03 -5.21  -1.00
C: 2.41 -0.14 -4.60  -0.29
C: 0.07 1.78 -3.27  0.22
C: -0.65 0.94 -4.10  -0.04
C: -1.81 1.37 -4.73  -0.91
C: -2.28 2.66 -4.51  -0.81
C: -1.58 3.51 -3.67  -0.67
C: -0.42 3.08 -3.05  -0.87
H: 5.90 5.90 1.04  0.39
H: 6.14 5.75 -0.70  0.41
H: 5.91 4.30 0.28  0.35
H: 3.93 7.50 0.62  0.41
H: 2.60 6.99 -0.43  0.35
H: 4.20 7.35 -1.11  0.43
H: 4.15 6.33 2.49  0.42
H: 2.98 5.48 4.47  0.45
H: 1.49 3.52 4.27  0.50
H: -0.58 -0.08 3.94  0.47
H: 0.34 -1.73 5.50  0.44
H: 2.79 -1.91 5.82  0.41
H: 4.30 -0.39 4.58  0.46
H: 3.39 1.30 3.06  0.28
H: -1.04 1.71 4.61  0.54
H: -3.07 2.95 5.19  0.48
H: -3.99 4.64 3.64  0.41
H: -2.85 5.09 1.49  0.45
H: -0.83 3.82 0.88  0.41
H: 2.83 2.65 -4.53  0.49
H: 4.28 4.64 -4.67  0.44
H: 4.85 5.88 -2.63  0.42
H: 3.64 -0.31 -1.45  0.09
H: 5.20 -1.85 -2.54  0.57
H: 4.96 -2.34 -4.97  0.44
H: 3.19 -1.22 -6.28  0.47
H: 1.68 0.37 -5.20  0.50
H: -0.32 -0.08 -4.26  0.43
H: -2.35 0.70 -5.39  0.48
H: -3.18 3.00 -5.00  0.42
H: -1.94 4.52 -3.49  0.49
H: 0.13 3.76 -2.41  0.33
O: 0.71 -1.63 -1.64  0.61
O: -0.50 -0.90 -1.51  -0.61
N: 0.38 -6.64 -5.97  -0.42
C: 0.42 -5.78 -5.22  -0.34
C: 0.46 -4.69 -4.28  0.74
C: -0.65 -3.89 -4.08  -1.00
C: -0.59 -2.85 -3.17  -0.27
N: 0.56 -2.65 -2.52  0.02
C: 1.66 -3.39 -2.67  -0.56
C: 1.64 -4.44 -3.56  -0.83
H: -1.57 -4.07 -4.62  0.55
H: -1.38 -2.15 -2.93  0.81
H: 2.52 -3.10 -2.08  0.66
H: 2.52 -5.04 -3.70  0.58

- Kohn-Sham gap (eV) = 6.641
- energy relative to the best compared isomer or geometry (same formula, charge and spin) (kJ/mol) = 0.0
- total charge = +1
- spin multiplicity = 1
- electronic energy (eV) = -102597.9731

---

Entry 2:
The following is a DFT calculation (ωB97M-V with the def2-TZVPD basis set) of C26H33O5Pb as an isolated structure in a non-equilibrium geometry.

Each line ends with the Mulliken charge.
Positions of all 65 atoms, in Å:
O: 0.15 -0.68 -1.98  -0.37
C: 0.89 0.47 -2.51  0.03
C: 1.06 -0.15 -3.91  -0.82
H: 1.82 0.62 -1.94  0.01
H: 0.28 1.37 -2.46  0.27
C: 0.45 -1.40 -3.20  1.15
H: 2.09 -0.25 -4.24  0.03
H: 0.42 0.33 -4.67  0.34
C: 1.54 -2.42 -2.94  -1.22
H: 2.46 -1.88 -2.69  0.23
H: 1.70 -3.06 -3.81  0.43
H: 1.30 -2.97 -2.04  0.18
C: -0.88 -1.91 -3.72  -1.31
H: -1.46 -1.07 -4.11  0.35
H: -1.46 -2.31 -2.89  0.18
H: -0.74 -2.67 -4.50  0.43
Pb: 0.84 1.64 2.02  1.28
C: -3.55 0.45 0.07  -0.23
C: -2.97 1.60 0.67  -0.86
C: -1.84 1.99 -0.12  -1.07
H: -3.34 2.11 1.55  0.60
C: -1.96 1.30 -1.35  -0.28
C: -2.98 0.32 -1.22  -0.66
H: -3.29 -0.38 -2.00  0.45
H: -4.30 -0.19 0.53  0.35
H: -1.08 2.74 0.13  1.02
H: -1.42 1.54 -2.26  0.91
C: -1.96 -2.23 2.00  0.03
C: -2.15 -2.76 0.70  -1.54
C: -0.92 -2.59 -0.01  0.29
H: -3.05 -3.25 0.32  0.43
C: 0.05 -2.07 0.89  -0.42
C: -0.59 -1.90 2.14  -1.08
H: -0.09 -1.57 3.05  0.67
H: -2.70 -2.17 2.77  0.56
H: -0.74 -2.83 -1.05  0.47
H: 1.10 -1.92 0.67  0.62
O: 3.96 1.07 -2.16  -0.28
C: 4.46 0.43 -3.35  -0.12
C: 5.80 1.04 -3.77  -0.63
H: 3.74 0.57 -4.16  0.14
H: 4.58 -0.67 -3.23  0.26
C: 6.10 2.14 -2.70  -0.52
H: 5.70 1.45 -4.79  0.27
H: 6.60 0.30 -3.80  0.25
C: 4.96 1.99 -1.66  -0.45
H: 6.11 3.12 -3.20  0.23
H: 7.10 2.02 -2.27  0.28
H: 4.51 2.99 -1.44  0.25
H: 5.35 1.53 -0.73  0.30
O: -3.73 0.25 3.21  -0.24
C: -3.43 0.52 4.52  0.63
C: -4.32 0.19 5.54  -0.69
C: -3.90 0.39 6.86  -0.58
C: -2.54 0.67 7.17  -0.57
C: -1.64 0.92 6.15  -0.55
C: -2.13 0.99 4.83  0.35
C: -1.22 1.39 3.77  0.96
O: -0.05 0.81 3.83  -0.80
O: -1.45 2.20 2.83  -0.74
H: -4.68 0.20 3.08  0.27
H: -5.26 -0.31 5.28  0.36
H: -4.57 0.15 7.67  0.38
H: -2.19 0.72 8.22  0.37
H: -0.58 1.08 6.38  0.39

- Kohn-Sham gap (spin up / spin down) (eV) = 5.337 / 5.322
- energy relative to the best compared isomer or geometry (same formula, charge and spin) (kJ/mol) = 108.0
- total charge = +1
- spin multiplicity = 1
- electronic energy (eV) = -42969.8579

---

Entry 3:
The following is a DFT calculation (ωB97M-V with the def2-TZVPD basis set) of a 17-piece molecular cluster, C23H17Cl64SSi overall.

Each line ends with the Mulliken charge.
Positions of all 106 atoms, in Å:
C: -0.14 -1.24 0.59  -0.58
C: -1.55 -0.68 0.74  0.22
S: -1.47 1.10 1.05  -0.02
C: -3.06 1.71 0.41  -0.22
C: -4.30 1.43 1.23  0.01
Si: -5.19 -0.14 0.98  0.41
C: -7.02 0.21 1.39  -1.17
C: -4.66 -1.58 2.11  -1.14
C: -5.17 -0.83 -0.80  -1.13
H: -0.20 -2.33 0.72  -0.29
H: 0.31 -0.99 -0.37  0.34
H: 0.48 -0.86 1.41  0.33
H: -2.02 -1.19 1.58  -0.12
H: -2.14 -0.84 -0.16  -0.03
H: -3.12 1.40 -0.65  0.40
H: -2.92 2.79 0.40  -0.23
H: -5.03 2.20 0.95  -0.06
H: -7.54 0.59 0.52  0.26
H: -7.01 0.95 2.19  0.21
H: -7.50 -0.69 1.79  0.34
H: -3.98 -2.29 1.64  0.24
H: -4.20 -1.21 3.03  0.31
H: -5.55 -2.15 2.38  0.42
H: -5.41 -0.03 -1.51  0.26
H: -5.94 -1.60 -0.93  0.35
H: -4.23 -1.31 -1.05  0.28
C: -1.60 -5.20 -3.86  0.32
Cl: -0.88 -6.79 -4.12  -0.11
Cl: -3.36 -5.35 -3.80  -0.13
Cl: -1.02 -4.53 -2.34  0.01
Cl: -1.15 -4.13 -5.19  -0.07
C: 0.56 4.82 1.47  0.24
Cl: 0.83 6.23 2.52  -0.14
Cl: 1.20 5.15 -0.14  -0.14
Cl: 1.37 3.41 2.15  -0.07
Cl: -1.16 4.49 1.38  0.09
C: 4.58 -0.10 1.67  0.09
Cl: 3.99 -1.57 2.45  -0.03
Cl: 3.24 1.02 1.46  0.01
Cl: 5.83 0.66 2.66  -0.03
Cl: 5.28 -0.50 0.10  -0.03
C: -2.41 -0.05 -7.80  0.29
Cl: -2.47 1.40 -6.80  -0.09
Cl: -1.27 0.19 -9.12  -0.11
Cl: -1.89 -1.42 -6.81  -0.01
Cl: -4.02 -0.37 -8.46  -0.10
C: -4.86 6.93 1.26  0.25
Cl: -5.36 8.01 -0.04  -0.12
Cl: -3.12 7.06 1.51  -0.06
Cl: -5.68 7.38 2.76  -0.08
Cl: -5.26 5.25 0.86  0.02
C: -3.27 -10.02 -6.25  0.31
Cl: -3.32 -8.56 -5.27  0.00
Cl: -2.13 -9.78 -7.58  -0.11
Cl: -2.73 -11.38 -5.26  -0.10
Cl: -4.87 -10.37 -6.91  -0.11
C: 7.43 1.30 -3.04  0.35
Cl: 6.99 2.09 -1.53  -0.06
Cl: 6.77 -0.33 -3.08  -0.11
Cl: 6.78 2.23 -4.40  -0.10
Cl: 9.19 1.22 -3.17  -0.10
C: 9.91 1.14 3.13  0.24
Cl: 9.22 1.14 1.50  0.00
Cl: 11.29 2.23 3.18  -0.10
Cl: 8.69 1.68 4.29  -0.10
Cl: 10.43 -0.49 3.54  -0.04
C: -9.00 6.34 -2.08  0.23
Cl: -8.73 7.54 -3.35  -0.13
Cl: -10.08 7.02 -0.86  -0.12
Cl: -9.73 4.89 -2.77  0.00
Cl: -7.46 5.92 -1.33  0.00
C: -4.75 4.06 5.09  0.20
Cl: -4.61 3.29 6.69  -0.15
Cl: -3.42 5.23 4.88  -0.09
Cl: -4.73 2.83 3.81  -0.04
Cl: -6.29 4.94 5.02  -0.13
C: -12.08 2.08 -4.32  0.33
Cl: -11.80 3.28 -5.59  -0.09
Cl: -13.15 2.77 -3.10  -0.09
Cl: -12.83 0.65 -5.02  -0.11
Cl: -10.54 1.65 -3.58  -0.06
C: 0.56 -4.82 2.25  0.20
Cl: 0.21 -4.98 0.52  -0.09
Cl: 1.94 -3.71 2.43  0.01
Cl: -0.83 -4.14 3.08  -0.06
Cl: 0.93 -6.41 2.91  -0.12
C: 5.68 -6.50 3.97  0.27
Cl: 5.08 -7.94 4.80  -0.12
Cl: 4.32 -5.47 3.53  0.05
Cl: 6.77 -5.61 5.04  -0.11
Cl: 6.55 -6.98 2.51  -0.11
C: 1.35 9.53 -1.56  0.29
Cl: 1.11 8.45 -0.20  0.03
Cl: -0.21 10.08 -2.18  -0.10
Cl: 2.30 10.94 -1.06  -0.12
Cl: 2.22 8.68 -2.84  -0.11
C: 13.42 -2.30 0.97  0.29
Cl: 12.85 -3.78 1.74  -0.06
Cl: 12.10 -1.14 0.89  0.00
Cl: 14.75 -1.61 1.92  -0.12
Cl: 14.00 -2.66 -0.66  -0.10
C: 14.20 -5.73 5.17  0.33
Cl: 14.86 -4.39 4.24  -0.03
Cl: 13.05 -5.12 6.36  -0.09
Cl: 13.37 -6.84 4.07  -0.10
Cl: 15.51 -6.59 5.99  -0.11

- Kohn-Sham gap (eV) = 3.838
- total charge = -1
- spin multiplicity = 1
- electronic energy (eV) = -844270.1268